Record 1
12
Properties=species:S:1:pos:R:3:forces:R:3:nbo_charge:R:1 method="wB97M-V/def2-TZVPD" orbital_gap_ha=0.3143 relative_energy_kcal_mol=39.8 e_tot_ha=-778.68084 spin_multiplicity=1 homo_ev=-9.241 e_lumo_ha=-0.0253
S -2.57756 0.19347 0.22635 0.4 -0.5 -0.3 0.122
O 0.24853 0.95686 -0.55093 -0.1 -0.4 1.5 -0.496
O 0.76003 -2.45494 -0.72513 0.0 -0.9 0.2 -0.498
O 0.32837 1.89264 1.52337 0.0 -0.1 -0.4 -0.565
C -1.31346 -0.80749 0.21077 -0.1 0.7 1.1 -0.295
C 0.88032 -1.27478 -0.81556 0.0 0.3 -0.5 0.432
C 0.12361 -0.31685 0.10472 0.5 -0.6 -0.7 -0.123
C 0.34684 1.97767 0.33026 0.0 0.5 -0.2 0.659
H -1.40209 -1.87757 0.46772 0.1 0.5 -0.4 0.229
H 0.47123 2.90402 -0.24981 -0.1 0.0 0.2 0.133
H 0.63647 -0.35550 1.11091 -0.7 0.3 -0.9 0.269
H 1.49770 -0.83753 -1.63267 -0.1 0.2 0.4 0.133

Record 2
14
Properties=species:S:1:pos:R:3:forces:R:3:nbo_charge:R:1 method="wB97M-V/def2-TZVPD" orbital_gap_ha=0.3802 relative_energy_kcal_mol=5.4 e_tot_ha=-303.88349 spin_multiplicity=1 homo_ev=-9.527 e_lumo_ha=0.0301
O -1.12927 -1.42907 0.79115 -0.1 0.4 -0.4 -0.628
N 1.37526 -1.17674 -0.39960 -0.4 -0.2 0.1 -0.815
N -1.97598 0.33604 -0.34877 -0.1 0.5 -0.5 -0.829
C 0.45210 -0.04556 -0.37213 0.1 -0.2 0.0 -0.144
C -0.95827 -0.46904 0.05379 0.0 -0.2 0.5 0.655
C 0.96617 0.97456 0.63883 0.1 0.0 0.2 -0.605
H -2.91169 0.14528 -0.02079 0.2 0.0 -0.1 0.405
H 0.40601 0.41017 -1.36749 0.1 0.0 0.1 0.189
H 1.20998 -1.70034 0.46718 0.1 0.2 -0.3 0.372
H 2.00021 1.23028 0.40373 -0.1 0.0 -0.1 0.226
H 1.09242 -1.82302 -1.13357 0.1 0.1 0.0 0.356
H 0.35218 1.87393 0.62585 0.0 0.1 0.1 0.206
H -1.84022 1.11910 -0.99266 0.0 -0.7 0.5 0.396
H 0.96109 0.55442 1.65448 -0.1 0.0 -0.3 0.217